Entry 1:
Density functional theory data (ωB97M-V/def2-TZVPD) for a structure of composition C50H46CsN2O3PTe in a non-equilibrium geometry.

Values from the calculation:
Max |F| (eV/Å): 2.8
Total charge: 0
Kohn-Sham gap (eV): 7.304
HOMO energy (eV): -7.09
ΔE to the lowest compared entry with this formula, charge and spin (kJ/mol): 78.01

Last column: Löwdin charge in e.
Cartesian coordinates (Å):
Cs 1.6019 0.8896 0.0883  1.347
N 4.9365 0.2973 0.2981  0.067
C 5.7756 -0.8192 0.2207  -0.343
C 7.1503 -0.6414 0.0405  -0.038
C 7.9974 -1.7319 -0.0530  -0.090
C 7.4901 -3.0210 0.0416  -0.095
C 6.1223 -3.2011 0.1903  -0.078
C 5.2397 -2.1194 0.2504  -0.303
P 3.4018 -2.2916 0.3561  1.082
C 3.2031 -4.0972 0.6228  -0.392
C 2.8620 -4.5020 1.9140  -0.103
C 2.7143 -5.8505 2.2274  -0.078
C 2.9004 -6.8095 1.2431  -0.084
C 3.2378 -6.4177 -0.0493  -0.074
C 3.3887 -5.0729 -0.3574  -0.103
C 2.9342 -2.1667 -1.4333  -0.390
C 3.6716 -1.4405 -2.3681  -0.084
C 3.2396 -1.3448 -3.6897  -0.070
C 2.0704 -1.9735 -4.0937  -0.077
C 1.3257 -2.6973 -3.1677  -0.109
C 1.7464 -2.7803 -1.8476  -0.130
H 5.3796 1.1680 0.5267  0.072
H 4.1122 0.1595 0.8541  -0.043
H 7.5483 0.3684 -0.0105  0.112
H 9.0602 -1.5728 -0.1947  0.103
H 8.1526 -3.8791 -0.0014  0.100
H 5.7345 -4.2083 0.2577  0.093
H 2.7102 -3.7463 2.6815  0.083
H 2.4457 -6.1482 3.2359  0.104
H 2.7866 -7.8611 1.4797  0.103
H 3.3847 -7.1651 -0.8207  0.105
H 3.6575 -4.7829 -1.3659  0.114
H 4.5934 -0.9549 -2.0717  0.096
H 3.8302 -0.7855 -4.4061  0.106
H 1.7345 -1.9020 -5.1228  0.108
H 0.4172 -3.2028 -3.4814  0.072
H 1.1562 -3.3390 -1.1297  0.106
C -5.9437 1.0931 1.3755  -0.059
C -4.4779 1.3581 1.1099  -0.278
C -4.0138 2.5957 0.7060  -0.005
C -2.6525 2.8856 0.4946  -0.063
C -2.2165 4.2519 0.0727  -0.299
O -1.1517 4.7426 0.3867  0.085
C -3.1282 5.0973 -0.7982  -0.152
C -3.1799 6.4685 -0.5636  -0.025
C -3.9595 7.2928 -1.3638  -0.079
C -4.6772 6.7541 -2.4274  -0.091
C -4.6060 5.3915 -2.6874  -0.081
C -3.8381 4.5688 -1.8725  -0.037
C -1.6791 1.8642 0.7120  -0.354
O -0.4094 2.0232 0.5732  -0.497
C -2.1832 0.5703 1.0725  -0.138
C -3.5249 0.3428 1.2755  0.008
C -1.1284 -0.4814 1.2723  -0.246
N -0.4527 -1.0088 0.3271  -0.044
C -0.8547 -0.7593 -1.0563  -0.389
C -1.6615 -1.9646 -1.5473  -0.475
Te -2.2459 -1.7384 -3.5992  1.280
C -4.1949 -1.0809 -3.1199  -0.570
C -5.2445 -2.0008 -3.1150  -0.153
C -6.5279 -1.5938 -2.7636  -0.089
C -6.7669 -0.2689 -2.4162  -0.092
C -5.7222 0.6483 -2.4150  -0.089
C -4.4359 0.2482 -2.7698  -0.137
C -0.7525 -0.8368 2.6830  -0.139
C -1.2549 -0.1066 3.7604  -0.011
C -0.8832 -0.4252 5.0623  -0.074
C -0.0119 -1.4777 5.3014  -0.085
C 0.4876 -2.2167 4.2331  -0.080
C 0.1215 -1.8993 2.9350  -0.031
H -6.5503 1.9695 1.1307  0.073
H -6.1257 0.8461 2.4256  0.075
H -6.3092 0.2546 0.7748  0.067
H -4.7351 3.4008 0.5954  0.121
H -2.5988 6.8750 0.2567  0.116
H -3.9996 8.3582 -1.1663  0.101
H -5.2806 7.3960 -3.0584  0.100
H -5.1476 4.9683 -3.5265  0.102
H -3.7639 3.5098 -2.0886  0.103
H -3.8559 -0.6514 1.5744  0.134
H 0.0489 -0.6653 -1.6678  0.047
H -1.4581 0.1420 -1.1717  0.096
H -2.5897 -2.0711 -0.9829  0.058
H -1.0871 -2.8873 -1.4449  0.033
H -5.0605 -3.0325 -3.3867  0.085
H -7.3402 -2.3135 -2.7630  0.103
H -7.7673 0.0491 -2.1438  0.104
H -5.9090 1.6792 -2.1312  0.102
H -3.6246 0.9695 -2.7686  0.088
H -1.9307 0.7189 3.5763  0.119
H -1.2787 0.1495 5.8902  0.103
H 0.2776 -1.7253 6.3165  0.102
H 1.1577 -3.0488 4.4182  0.093
H 0.4955 -2.4731 2.0943  0.091
C 2.2377 3.5967 2.6876  -0.015
C 3.1762 3.8276 1.5326  -0.506
C 3.1809 5.2135 0.9471  -0.003
O 3.8545 2.9285 1.0696  -0.029
H 2.3574 4.3729 3.4455  0.089
H 2.3970 2.6173 3.1285  0.083
H 1.2048 3.6592 2.3099  0.091
H 3.3778 5.9543 1.7256  0.089
H 2.1823 5.4239 0.5423  0.099
H 3.9218 5.2932 0.1566  0.084


Entry 2:
Density functional theory data (ωB97M-V/def2-TZVPD) for a structure of composition C50H48BiN6P.

Values from the calculation:
Max |F| (eV/Å): 0.8
Total charge: +2
Kohn-Sham gap (eV): 7.199
HOMO energy (eV): -12.33
ΔE to the lowest compared entry with this formula, charge and spin (kJ/mol): 7.33

Last column: Löwdin charge in e.
Cartesian coordinates (Å):
Bi -0.0663 -0.3178 0.6287  1.841
C -3.5089 0.4149 1.0225  -0.151
C -3.2655 0.9165 2.4576  -0.084
C -2.3457 0.1564 3.3980  -0.280
C -2.8196 -0.0765 4.6906  -0.031
C -2.0232 -0.7072 5.6294  -0.029
C -0.7429 -1.0958 5.2671  -0.030
C -0.3351 -0.8320 3.9754  -0.136
N -1.1060 -0.2289 3.0627  -0.022
N -2.4816 0.6932 0.0129  -0.279
C -2.2140 2.1038 -0.2545  -0.115
C -1.4848 2.8004 0.8731  -0.286
C -1.8142 4.1008 1.2447  -0.001
C -1.1922 4.6696 2.3436  -0.022
C -0.2456 3.9317 3.0435  -0.034
C 0.0796 2.6763 2.5657  -0.162
N -0.5155 2.1329 1.5031  -0.039
C -2.7163 -0.0836 -1.1954  -0.157
C -1.5741 -0.2644 -2.2018  -0.250
C -2.1227 -0.6700 -3.4947  -0.006
C -1.5090 -0.7249 -4.6771  0.021
C 0.4803 0.7970 -4.0527  -0.187
C 0.8420 0.0285 -2.7627  -0.358
N -0.3342 -0.1640 -1.8662  0.028
H -4.4686 0.8454 0.6980  0.138
H -3.6206 -0.6671 1.0655  0.094
H -4.2479 0.9139 2.9294  0.122
H -2.9558 1.9600 2.4473  0.107
H -3.8179 0.2428 4.9591  0.125
H -2.3974 -0.8941 6.6272  0.124
H -0.0863 -1.5975 5.9631  0.118
H 0.6631 -1.1076 3.6494  0.098
H -3.1346 2.6608 -0.4815  0.142
H -1.5715 2.1537 -1.1368  0.109
H -2.5648 4.6518 0.6930  0.126
H -1.4527 5.6704 2.6617  0.124
H 0.2431 4.3326 3.9201  0.121
H 0.8513 2.0761 3.0379  0.124
H -3.5557 0.3403 -1.7679  0.143
H -3.0097 -1.0960 -0.9022  0.119
H -3.1539 -1.0030 -3.4453  0.122
H -2.0444 -1.1665 -5.5108  0.130
H 1.4417 1.0140 -4.5363  0.169
H 2.6013 1.2415 -2.6524  0.099
C 4.6815 2.1421 -2.0735  -0.057
C 3.9177 3.1505 -1.2473  -0.269
C 4.3356 4.4767 -1.3473  -0.024
C 3.7356 5.5019 -0.6381  -0.045
C 2.6927 5.2104 0.2252  -0.058
C 2.2614 3.9020 0.3462  -0.094
C 2.8455 2.8646 -0.3802  -0.323
P 2.1013 1.1804 -0.2559  1.077
C 1.6746 1.1291 -2.0872  -0.319
C 0.7705 2.3393 -2.4031  -0.078
C 0.0429 2.1280 -3.4992  0.005
C -0.1152 -0.2797 -4.9563  -0.206
C 0.8372 -1.4176 -4.5750  0.041
C 1.4138 -1.2359 -3.3822  -0.209
C 2.5649 -2.0181 -2.8296  -0.013
C 3.4283 0.1674 0.5125  -0.313
C 4.6762 0.7439 0.7884  -0.084
C 5.6035 0.1000 1.5840  -0.056
C 5.2930 -1.1276 2.1497  -0.049
C 4.0512 -1.6882 1.9191  -0.040
C 3.0988 -1.0635 1.1111  -0.345
C 1.7678 -1.7115 0.9409  -0.348
H 5.7527 2.2926 -1.9347  0.101
H 4.4834 2.2960 -3.1371  0.099
H 4.4617 1.1115 -1.8095  0.056
H 5.1649 4.7041 -2.0071  0.127
H 4.0831 6.5195 -0.7545  0.118
H 2.2139 5.9940 0.7976  0.112
H 1.4535 3.6784 1.0216  0.059
H 0.7721 3.2467 -1.8140  0.108
H -0.6461 2.8167 -3.9683  0.125
H -0.0215 -0.0226 -6.0118  0.154
H 1.0224 -2.2488 -5.2443  0.135
H 2.5723 -3.0386 -3.2115  0.089
H 2.5821 -2.0439 -1.7390  0.056
H 3.5006 -1.5537 -3.1518  0.099
H 4.9268 1.7226 0.4134  0.093
H 6.5598 0.5662 1.7793  0.116
H 6.0086 -1.6368 2.7815  0.117
H 3.7965 -2.6359 2.3781  0.118
H 1.5522 -2.3846 1.7739  0.049
H 1.7450 -2.3286 0.0378  0.018
C -5.0456 -3.3342 2.6722  -0.036
C -5.3801 -4.1535 1.6063  -0.038
C -4.4396 -4.3737 0.6148  -0.008
C -3.1923 -3.7590 0.7172  -0.237
N -2.8861 -2.9295 1.7176  0.115
C -3.7907 -2.7451 2.6751  -0.135
C -2.1204 -4.0533 -0.2686  -0.217
C -2.0062 -5.3450 -0.7806  0.001
C -0.9979 -5.6371 -1.6797  -0.029
C -0.1244 -4.6237 -2.0354  -0.031
C -0.3050 -3.3768 -1.4654  -0.152
N -1.2764 -3.0706 -0.6057  0.102
H -5.7382 -3.1559 3.4828  0.113
H -6.3569 -4.6151 1.5526  0.119
H -4.6745 -5.0013 -0.2337  0.118
H -3.4944 -2.0916 3.4883  0.087
H -2.6810 -6.1181 -0.4421  0.120
H -0.8898 -6.6345 -2.0840  0.122
H 0.6790 -4.7908 -2.7391  0.109
H 0.3545 -2.5687 -1.7270  0.050